No. 1
The following is a quantum chemistry calculation of 2 unconnected molecules or ions with the total composition C17H36BIO7, from the Open Molecules 2025 dataset.

Geometry (Å):
C (3.609, -2.798, 2.893)
C (3.650, -3.275, 1.444)
O (2.352, -3.248, 0.823)
B (1.997, -2.092, 0.194)
O (1.780, -0.954, 0.935)
C (1.689, -2.075, -1.379)
I (2.404, -3.875, -2.352)
C (0.138, -2.060, -1.521)
C (-0.439, -0.668, -1.798)
C (-1.973, -0.697, -1.812)
C (-2.631, -1.095, -0.482)
C (-2.070, -0.373, 0.746)
C (-2.327, 1.140, 0.708)
C (-3.586, 1.484, 1.507)
O (-4.110, 2.760, 1.203)
C (-4.978, 2.747, 0.089)
O (2.197, -0.916, -2.038)
C (3.468, -0.563, -1.774)
O (4.272, -1.301, -1.278)
C (3.738, 0.866, -2.145)
C (3.747, 1.764, -0.909)
C (3.798, 3.256, -1.297)
O (3.016, 4.060, -0.446)
C (3.695, 4.506, 0.714)
H (4.295, -3.367, 3.520)
H (3.820, -1.730, 2.963)
H (2.590, -2.933, 3.262)
H (4.366, -2.712, 0.841)
H (3.957, -4.322, 1.413)
H (2.022, -0.129, 0.501)
H (-0.284, -2.411, -0.574)
H (-0.159, -2.717, -2.337)
H (-0.080, 0.059, -1.062)
H (-0.113, -0.323, -2.782)
H (-2.272, -1.420, -2.579)
H (-2.324, 0.282, -2.148)
H (-2.562, -2.180, -0.368)
H (-3.699, -0.864, -0.551)
H (-2.568, -0.794, 1.629)
H (-1.007, -0.589, 0.878)
H (-2.456, 1.489, -0.320)
H (-1.487, 1.691, 1.141)
H (-4.341, 0.707, 1.314)
H (-3.350, 1.465, 2.574)
H (-4.657, 2.016, -0.664)
H (-4.959, 3.738, -0.366)
H (-6.001, 2.502, 0.400)
H (2.997, 1.215, -2.866)
H (4.722, 0.899, -2.620)
H (2.841, 1.660, -0.303)
H (4.611, 1.533, -0.282)
H (4.837, 3.605, -1.347)
H (3.380, 3.372, -2.301)
H (4.144, 5.491, 0.548)
H (2.967, 4.589, 1.521)
H (4.477, 3.803, 1.020)
C (-6.103, -1.657, 1.672)
O (-5.887, -1.946, 0.296)
H (-5.142, -1.753, 2.173)
H (-6.474, -0.638, 1.817)
H (-6.806, -2.361, 2.124)
H (-6.729, -1.865, -0.160)

As for the HOMO-LUMO gap: 9.616 eV. For the largest force on an atom, the calculation gives 0.01333 Eh/bohr. The SMILES is CCOB(O)[C@@](I)(CCCCCCCOC)OC(=O)CCCOC.CO. As for the HOMO energy: -9.00 eV.

No. 2
The following is a quantum chemistry calculation of a molecular structure, C3H6BrI, from the Open Molecules 2025 dataset.

Geometry (Å):
C (-0.006, 0.209, 1.310)
C (-0.656, 0.033, -1.191)
C (0.706, -0.251, 0.047)
Br (1.140, -2.117, 0.093)
I (2.409, 0.971, -0.390)
H (-0.918, -0.378, 1.430)
H (0.583, 0.116, 2.223)
H (-0.302, 1.253, 1.191)
H (-0.909, -0.986, -1.466)
H (-0.131, 0.486, -2.024)
H (-1.917, 0.665, -1.224)

As for the HOMO-LUMO gap (alpha / beta): 6.411 / 6.029 eV. For the largest force on an atom, the calculation gives 0.13810 Eh/bohr. The multiplicity is 3. Its relative energy (zero: lowest compared OMol25 entry of this formula, charge and spin) is 2.1002 eV. As for the HOMO energy (alpha / beta): -5.77 / -9.81 eV.

No. 3
The following is a quantum chemistry calculation of a molecular structure, C6H14N2O, from the Open Molecules 2025 dataset.

Geometry (Å):
C (-0.163, -2.566, -0.093)
C (0.855, -0.486, 1.149)
O (-0.402, -1.378, 0.639)
N (2.061, -0.793, 0.851)
H (2.210, -0.979, -0.140)
H (0.624, -0.322, 2.199)
H (-1.041, -2.758, -0.715)
H (-0.020, -3.426, 0.570)
H (0.720, -2.464, -0.734)
C (0.118, 2.123, 1.269)
C (-1.536, 0.130, -1.539)
C (0.123, 1.050, 0.198)
N (1.020, 1.364, -0.880)
C (-1.107, 0.453, -0.153)
H (1.950, 1.538, -0.512)
H (1.065, 0.643, -1.590)
H (-1.897, 0.506, 0.585)
H (-0.287, 3.060, 0.882)
H (1.131, 2.292, 1.643)
H (-0.486, 1.812, 2.122)
H (-1.674, 1.061, -2.102)
H (-2.477, -0.418, -1.557)
H (-0.788, -0.439, -2.092)

As for the HOMO-LUMO gap (alpha / beta): 7.728 / 7.729 eV. For the largest force on an atom, the calculation gives 0.03326 Eh/bohr. Its relative energy (zero: lowest compared OMol25 entry of this formula, charge and spin) is 5.0254 eV. As for the HOMO energy (alpha / beta): -7.52 / -7.52 eV.

No. 4
The following is a quantum chemistry calculation of a single C5H9N molecule, from the Open Molecules 2025 dataset.

Geometry (Å):
C (-0.976, -1.372, -1.900)
C (0.107, -1.556, -0.882)
C (0.195, -0.671, 0.328)
C (0.427, 0.746, -0.158)
N (0.398, 1.702, 0.737)
C (0.225, 1.593, 2.062)
H (-1.087, -2.435, -2.143)
H (-0.796, -0.940, -2.907)
H (0.361, -2.600, -0.797)
H (-0.793, -0.523, 0.799)
H (-2.087, -1.121, -1.827)
H (0.968, -0.838, 1.090)
H (0.728, 0.928, -1.175)
H (-0.411, 0.816, 2.474)
H (0.285, 2.584, 2.505)

As for the HOMO-LUMO gap: 4.522 eV. For the largest force on an atom, the calculation gives 0.07318 Eh/bohr. Its relative energy (zero: lowest compared OMol25 entry of this formula, charge and spin) is 6.6462 eV. As for the HOMO energy: -6.39 eV.

No. 5
The following is a quantum chemistry calculation of 6 unconnected molecules or ions with the total composition C5H22NO5S, from the Open Molecules 2025 dataset.

Geometry (Å):
C (-0.588, 0.377, -1.783)
C (0.286, 0.805, -2.948)
S (0.818, -0.491, -4.006)
C (-0.026, -0.769, -0.776)
N (-0.643, -1.058, 0.579)
C (-1.061, 0.198, 1.173)
C (-1.777, -1.969, 0.405)
H (-1.532, -0.077, -2.129)
H (-0.951, 1.107, -1.038)
H (-0.340, 1.593, -3.407)
H (1.162, 1.361, -2.578)
H (0.992, -0.373, -0.556)
H (-0.043, -1.691, -1.322)
H (-1.428, 0.004, 2.209)
H (-1.859, 0.773, 0.644)
H (-0.182, 0.776, 1.346)
H (-2.760, -1.540, 0.369)
H (-1.589, -2.730, -0.351)
H (-1.851, -2.583, 1.318)
H (0.937, -0.084, 3.601)
H (2.310, 0.386, 2.937)
O (1.411, 0.669, 3.243)
H (-2.631, 2.105, -1.238)
H (-3.445, 1.417, -2.291)
O (-3.010, 2.252, -2.107)
H (1.353, 2.536, 1.906)
H (0.554, 3.541, 1.046)
O (1.439, 3.207, 1.224)
H (2.896, -0.894, 1.323)
H (3.415, 0.397, 1.121)
O (3.410, -0.255, 1.859)
H (1.047, -2.694, 0.634)
H (1.959, -3.017, -0.652)
O (1.726, -3.278, 0.246)

The total charge is -1. As for the HOMO-LUMO gap: 5.340 eV. For the largest force on an atom, the calculation gives 0.07676 Eh/bohr. Its relative energy (zero: lowest compared OMol25 entry of this formula, charge and spin) is 2.1471 eV. As for the HOMO energy: -2.67 eV.

Going through the records in order, we get calculated total energy values of -1518.6057 -2989.3695 -421.6156 -250.4227 -1032.8245 hartree.